Entry from the OMol25 dataset: a structure of composition C6H42N3O21PS in a non-equilibrium geometry (ωB97M-V/def2-TZVPD).

Results
largest force on an atom	4.4	eV Å⁻¹
net charge	0
multiplicity	1
HOMO level	-9.550	eV

```
74
Properties=species:S:1:pos:R:3:forces:R:3
N 3.49242 -1.99303 -0.12514 0.4 1.3 -0.2
P 3.15742 -0.48840 0.15663 0.7 -0.6 0.0
O 3.30499 -0.15538 1.82008 -0.7 0.5 -2.4
O 4.16677 0.54436 -0.70954 -2.1 -0.5 2.2
C 1.42280 0.01017 -0.28555 -2.0 0.3 0.4
C 1.14447 1.15547 -1.22437 -3.1 -0.1 0.6
C -0.22572 1.55736 -1.53308 1.4 -1.4 1.3
C -1.35605 0.78900 -0.93325 0.2 -1.2 1.2
N -2.73816 0.92493 -1.05063 2.1 -1.8 1.4
S -3.41380 -0.28187 -0.11445 0.9 0.5 -0.1
N -2.10464 -1.10579 0.53246 0.2 3.5 -2.6
C -1.05801 -0.37067 -0.00574 1.3 -0.9 0.5
C 0.34435 -0.75378 0.32567 1.5 2.0 -2.0
O 0.70184 -1.78441 1.17860 -0.8 0.5 -0.7
H 4.28555 -1.96626 -0.78694 -0.4 -0.5 0.4
H 2.66111 0.54333 2.05549 0.3 -0.3 0.1
H 4.03970 1.41531 -0.27151 0.6 -0.2 -0.6
H 1.94751 1.74845 -1.73069 -0.7 -0.9 0.8
H -0.44107 2.41919 -2.20132 0.3 -0.9 0.6
H 0.48272 -2.66230 0.81186 0.0 0.5 0.1
O -3.77836 3.86537 -0.97117 0.0 0.1 0.2
H -3.62641 2.91280 -0.95521 0.1 -0.1 -0.2
H -3.46734 4.13590 -1.84337 0.0 -0.1 0.1
O 1.19880 -3.15223 3.64592 0.1 0.1 0.0
H 1.10727 -2.51289 2.92631 0.0 0.0 0.2
H 1.97713 -2.85222 4.12826 -0.1 -0.1 0.0
O -1.82661 -0.14411 3.54767 -0.1 -0.1 0.1
H -2.10659 -0.18509 2.62461 0.0 0.0 0.1
H -1.91131 -1.05609 3.85670 0.1 0.0 0.0
O 3.11048 -5.18686 0.78331 0.3 0.1 0.0
H 3.24015 -4.23425 0.90299 -0.1 0.1 -0.2
H 3.64798 -5.58563 1.47764 -0.2 0.0 0.0
O 1.36812 1.29139 -4.01031 0.2 0.4 -0.3
H 1.85682 0.97354 -4.77769 -0.1 -0.1 0.1
H 0.74742 0.57504 -3.81614 0.2 -0.1 -0.2
O 0.78804 -1.36106 -4.51230 -0.3 0.0 -0.4
H 1.27563 -1.68100 -5.27938 0.0 0.1 0.1
H 0.16231 -2.07810 -4.31372 0.3 0.1 0.3
O -3.06520 -2.28908 -2.86619 -0.1 0.0 0.1
H -2.97883 -1.95250 -1.96492 0.0 -0.1 -0.2
H -3.89219 -2.78504 -2.85294 0.1 0.1 -0.1
O 2.50497 3.99571 -3.58706 -0.1 0.2 -0.2
H 2.25042 4.49231 -4.37419 -0.1 -0.1 0.1
H 2.15824 3.10674 -3.75018 -0.1 -0.1 0.1
O -1.25066 5.25130 0.44105 -0.1 -0.1 0.2
H -1.16616 5.58662 1.34061 0.0 0.0 -0.1
H -2.08476 4.76180 0.44993 0.0 0.1 -0.2
O -2.95904 -2.15630 5.93800 0.0 0.3 0.0
H -2.83253 -1.20564 6.05862 0.0 -0.1 0.0
H -2.41508 -2.55315 6.62851 -0.1 -0.1 -0.1
O 0.03256 -3.53176 -3.14534 -0.3 -0.5 0.2
H -0.64104 -4.21045 -3.27432 0.0 0.1 0.0
H 0.41086 -3.73605 -2.28231 0.2 0.1 -0.1
O 5.90399 -6.16782 -0.70626 0.0 0.1 0.2
H 6.57360 -5.86787 -0.08158 0.0 0.0 -0.1
H 5.09921 -5.71240 -0.42595 -0.1 0.0 -0.1
O -5.57036 3.37367 1.91215 0.1 -0.2 -0.2
H -5.41897 2.42073 1.93164 0.0 0.1 0.1
H -5.26042 3.64551 1.03865 0.0 0.1 0.0
O -5.89749 -0.70057 6.46971 0.2 -0.1 -0.4
H -5.21048 -1.32831 6.20777 0.0 -0.1 0.2
H -6.27878 -0.40621 5.63416 -0.1 0.1 0.2
O -5.13040 -0.34112 2.80522 -0.1 -0.2 0.1
H -5.79768 -1.02520 2.67277 0.0 0.1 0.0
H -4.75391 -0.54374 3.67062 0.2 0.1 -0.1
O -2.33954 2.27966 -3.44524 -0.2 0.0 -0.5
H -2.60857 2.24475 -4.37083 0.1 0.1 0.1
H -2.44224 1.37156 -3.13640 -0.2 0.1 0.0
O 4.80231 5.83229 -3.59091 -0.1 0.1 0.1
H 4.89345 6.16743 -2.69250 0.0 0.0 -0.1
H 3.97431 5.33191 -3.57235 0.3 -0.2 0.1
O 6.18689 1.18321 2.23246 -0.3 0.0 0.1
H 6.26723 1.51727 3.13285 0.0 0.0 -0.1
H 5.35852 0.68056 2.23202 0.2 0.0 0.0
```
Positions in Å, forces in eV/Å.

***

Entry from the OMol25 dataset: the ion C5H10N3O with charge +1 in a non-equilibrium geometry (ωB97M-V/def2-TZVPD).

Results
largest force on an atom	4.4	eV Å⁻¹
net charge	+1
energy above the lowest of the compared OMol25 structures with the same formula, charge and spin	54.8	kcal per mole
multiplicity	1
HOMO level	-13.248	eV

```
19
Properties=species:S:1:pos:R:3:forces:R:3
C -1.34156 1.79151 -0.95969 1.0 -0.5 3.9
N -1.43459 0.39956 -0.44144 -0.8 1.4 0.9
N -2.69552 0.03513 -0.06747 2.1 -1.8 1.2
C -2.42356 -1.00053 0.78612 -2.1 -1.0 -2.1
C -1.09128 -1.37171 0.87238 0.6 2.6 0.4
C -0.46340 -0.29383 0.22131 0.5 0.0 -0.7
C 0.93844 0.31890 0.20119 -2.3 -1.7 0.4
N 1.76018 -0.24471 -0.98328 2.6 -0.6 3.4
O 1.66457 -0.01675 1.32830 0.3 0.2 1.0
H -2.16697 1.92346 -1.52375 -2.6 0.5 -2.1
H -1.45030 2.51251 -0.07945 0.4 -0.9 -1.1
H -0.45549 1.96201 -1.50990 0.9 0.2 -0.6
H -3.17536 -1.74769 1.06595 -0.2 1.0 0.2
H -0.77652 -2.12057 1.56170 0.7 -0.3 0.0
H 0.86950 1.38315 0.00414 0.2 0.2 0.1
H 2.62226 0.33303 -0.88470 -0.4 -0.4 -1.0
H 2.10462 -1.21604 -0.74180 -0.8 1.0 -0.3
H 1.33731 -0.24797 -1.87860 -0.6 0.3 -1.1
H 1.24596 0.18722 2.22567 0.4 -0.2 -2.1
```
Positions in Å, forces in eV/Å.

***

Entry from the OMol25 dataset: a structure of composition C6H13N3 in a non-equilibrium geometry (ωB97M-V/def2-TZVPD).

Results
largest force on an atom	2.4	eV Å⁻¹
net charge	0
energy above the lowest of the compared OMol25 structures with the same formula, charge and spin	93.1	kcal per mole
multiplicity	1
HOMO level	-7.468	eV

```
22
Properties=species:S:1:pos:R:3:forces:R:3
C -0.65431 0.96609 -0.84997 0.5 0.3 -0.5
C 1.30332 -2.43719 1.93778 0.2 0.1 0.0
C -1.80763 0.96622 -1.85495 0.2 0.0 0.0
C -0.80069 2.10986 0.16512 0.1 -0.3 0.0
C 0.72034 -1.39254 1.06035 -0.9 0.8 0.8
N 2.05571 -0.56541 -0.72147 0.3 0.4 0.1
C -0.37852 -0.60090 1.06780 1.1 -0.7 0.3
N 1.00427 -1.30331 -0.33593 -1.9 0.9 -1.2
N -0.51509 -0.35289 -0.29247 0.8 -1.1 0.1
H 0.28060 1.15231 -1.42039 -0.1 0.0 0.1
H 2.17672 -0.55734 -1.72913 -0.1 0.0 0.3
H 2.14104 0.36331 -0.29304 0.0 -0.3 -0.1
H -1.06899 -0.29923 1.84110 -0.1 -0.1 0.0
H 1.14125 -3.42865 1.50779 0.0 0.0 0.0
H 0.83263 -2.40341 2.91950 0.0 0.0 0.0
H 2.37929 -2.30176 2.05986 0.0 0.0 0.0
H -1.68009 0.15630 -2.57141 0.0 0.0 0.0
H -1.72260 1.99238 0.73632 0.0 0.0 0.0
H -1.84815 1.90892 -2.40071 0.0 0.1 0.0
H -2.75505 0.81926 -1.33576 0.0 0.0 0.0
H 0.03894 2.13982 0.86127 0.0 0.0 0.0
H -0.84299 3.06817 -0.35166 0.0 0.0 0.0
```
Positions in Å, forces in eV/Å.